Here is a cluster of 2 separate species, C6H14N2O2 in total in a non-equilibrium geometry from the OMol25 dataset. Energies are from ωB97M-V/def2-TZVPD.

```
24
Properties=species:S:1:pos:R:3:mulliken_charge:R:1
H -1.64712 3.55178 0.93940 0.58
C 1.46965 1.88348 -1.64679 -2.92
H -0.08000 -3.15530 -2.09588 0.36
O -0.65941 0.90015 -0.22356 0.34
C -1.00075 2.77555 1.18469 -2.26
H -0.09770 3.16082 1.69440 0.74
H -1.45838 -1.98249 -2.12125 0.33
H 2.12078 1.13539 -1.23865 0.33
H 1.16499 3.61440 -0.23584 0.90
O -0.44159 -3.86060 0.79629 -0.61
N -0.15389 -1.98129 -0.40581 0.05
H -1.50680 2.02986 1.80821 0.26
C -0.08288 -2.72316 0.75534 0.67
C -0.24437 2.02014 0.13007 -0.86
H -0.44134 -1.17389 2.37305 0.15
H -0.09004 -1.05620 -0.37864 0.31
H 1.11171 -1.28012 1.69404 0.24
N 0.69609 2.68015 -0.53656 -0.06
C -0.80773 -2.64809 -1.54113 -1.07
H -1.41116 -3.58089 -1.17146 0.25
C 0.32438 -1.91159 2.00203 -1.04
H 2.09970 2.57918 -1.92904 1.76
H 0.45565 -2.67755 2.72789 0.41
H 0.68020 1.70025 -2.58079 0.15
```

2S+1 ... 2
Kohn-Sham gap (spin up / spin down) ... 2.7 / 9.6 eV
Net charge ... -1
ΔE to the lowest compared entry with this formula, charge and spin ... 58.5 kcal per mole
⟨S²⟩ ... 0.750
E_HOMO (spin up / spin down) ... 0.79 / -6.24 eV
Total energy ... -496.93269 Eh